{"formula": "C31H21Br3N4O5S3W", "method": "the ωB97M-V functional and the def2-TZVPD basis", "total_charge": 2, "relative_energy_kj_mol": 49.7, "lumo_energy_ev": -7.18, "e_tot_ha": -10772.45807, "multiplicity": 1, "homo_ev": -13.3273, "species": ["C", "C", "S", "H", "H", "C", "H", "C", "H", "H", "C", "C", "N", "H", "C", "H", "H", "N", "H", "N", "Br", "C", "O", "W", "H", "H", "C", "S", "O", "H", "H", "C", "C", "Br", "C", "C", "H", "C", "O", "N", "Br", "C", "C", "C", "H", "C", "C", "H", "C", "C", "C", "C", "H", "H", "O", "O", "H", "S", "C", "C", "C", "H", "C", "C", "H", "C", "C", "C"], "coordinates": [[-0.625778, -2.729934, 0.400889], [4.961310, 0.276636, 4.252049], [-2.452911, 2.818893, -0.075457], [-1.384875, -5.873064, -1.683820], [-4.067862, 4.468632, 0.514423], [-1.358442, 2.309941, 1.122031], [-1.297987, -2.379523, 4.109741], [-0.619108, -3.855447, -1.722092], [5.135163, 0.435712, -4.242540], [5.842251, 0.166798, 4.870405], [-0.909200, 0.685798, -3.139422], [-0.643052, -1.433119, 2.300662], [2.073910, 0.134180, -1.927539], [-2.405499, 5.070798, 0.713288], [-3.058867, 1.080435, -4.286904], [3.650124, -0.766746, 1.328268], [-2.501218, 1.356930, -5.172281], [0.509604, 1.476067, 2.001714], [-6.209387, 0.783563, -3.108059], [-0.321931, 1.494953, 0.871579], [2.193726, 2.759188, -1.012296], [-1.123927, -2.516717, 3.052475], [-0.413419, 1.304609, -1.904492], [0.152762, 0.082176, -0.630707], [-4.996030, 0.021873, -1.108011], [4.016949, 1.629578, 5.618086], [-1.166436, -4.997964, -1.088638], [-2.294095, -0.371756, -0.528336], [0.192153, -1.598681, -1.431209], [-4.984611, 1.436956, -5.153736], [1.922161, -1.824096, -2.559547], [-1.151802, -3.845160, 1.053568], [-2.376515, 0.678525, -3.145538], [-2.127058, -6.535889, 1.051407], [3.594309, -0.849977, -3.476284], [4.864758, -0.410599, 3.043196], [2.007562, 2.463887, 5.149007], [-3.073391, 4.226630, 0.885520], [1.772991, 2.055269, 4.307324], [-0.383298, -1.534756, 1.009323], [-0.277131, -3.856770, -3.555840], [3.737442, -0.244899, 2.270995], [-5.127825, 0.751840, -3.122764], [4.277487, 0.347498, -3.588844], [4.354850, 2.394277, -2.902733], [-3.086348, 3.794681, 2.332371], [-4.442568, 1.121156, -4.273476], [3.894589, -1.726637, -4.031287], [2.794625, 1.264970, 3.899587], [-3.056401, 0.294836, -1.987302], [2.688131, 0.595454, 2.676049], [-1.387458, -3.711527, 2.438829], [5.662130, -1.062018, 2.716229], [-3.196744, 4.641973, 3.007493], [-0.152745, 0.276642, -3.944113], [1.621436, 0.121577, 0.600148], [-1.782270, -4.548405, 2.999416], [-1.491073, 3.010583, 2.682728], [2.751675, 1.287028, -2.035964], [-4.446681, 0.333566, -1.987724], [3.938468, 1.101449, 4.674614], [-3.874466, 3.068512, 2.530674], [1.546646, 0.760606, 1.783557], [3.851389, 1.440397, -2.853072], [-0.482955, -0.472175, 2.768739], [-1.413615, -4.998853, 0.256289], [-0.339961, -2.762711, -0.965572], [2.496348, -0.917654, -2.647048]], "atomic_forces_ev_per_a": [[0.079, 0.042, 0.070], [0.010, -0.014, -0.024], [-0.123, -0.151, -0.197], [0.008, -0.002, -0.006], [0.000, -0.020, -0.004], [0.336, 0.190, -0.158], [-0.002, -0.001, -0.006], [-0.010, -0.331, -0.008], [-0.004, 0.003, 0.010], [-0.006, -0.007, -0.002], [-0.447, 0.162, -0.051], [-0.086, -0.066, 0.095], [-0.279, 0.299, -0.141], [-0.018, 0.009, 0.008], [-0.108, -0.064, -0.097], [0.008, 0.005, -0.003], [0.006, 0.013, 0.019], [-0.127, 0.096, -0.153], [0.007, -0.016, -0.003], [0.056, -0.226, 0.608], [0.056, 0.174, 0.050], [0.057, 0.122, -0.020], [0.318, -0.639, -0.709], [-1.091, -0.411, 1.113], [0.016, 0.009, -0.004], [0.002, -0.007, -0.006], [0.048, 0.118, -0.022], [0.207, 0.247, -0.214], [0.250, -0.596, -0.214], [0.005, 0.003, 0.005], [0.011, -0.014, -0.024], [-0.069, -0.146, 0.153], [0.164, 0.107, 0.367], [-0.023, -0.070, 0.047], [-0.018, -0.067, 0.001], [-0.061, 0.048, 0.045], [-0.016, 0.022, 0.024], [-0.021, 0.067, 0.061], [0.104, -0.059, -0.053], [-0.129, 0.205, -0.212], [0.008, 0.022, -0.062], [0.010, -0.018, -0.022], [-0.008, -0.010, 0.039], [0.078, 0.057, -0.044], [-0.001, 0.000, 0.002], [-0.078, 0.010, 0.005], [0.049, 0.004, 0.000], [-0.006, 0.002, 0.001], [-0.133, 0.122, 0.156], [-0.066, -0.013, 0.057], [-0.024, -0.132, -0.159], [-0.023, -0.070, -0.073], [0.002, 0.005, -0.002], [0.012, -0.003, -0.001], [0.308, 0.312, -0.048], [0.061, 0.244, 0.037], [0.002, 0.003, -0.004], [0.083, 0.012, 0.023], [-0.050, -0.200, 0.007], [-0.033, 0.011, -0.087], [0.020, 0.003, 0.031], [-0.035, 0.035, 0.008], [0.495, -0.068, -0.024], [0.028, -0.044, -0.020], [-0.013, 0.013, 0.005], [0.016, 0.066, -0.007], [0.067, 0.504, -0.115], [0.123, 0.100, -0.045]], "lowdin_charge": [-0.207, -0.039, 1.041, 0.113, 0.098, -0.883, 0.126, -0.583, 0.132, 0.121, -0.434, -0.062, -0.071, 0.095, 0.013, 0.116, 0.135, 0.021, 0.121, -0.260, 0.945, 0.009, -0.351, 1.783, 0.112, 0.127, -0.120, 0.820, -0.317, 0.120, 0.096, -0.159, -0.177, 0.888, -0.004, -0.058, 0.124, -0.449, 0.074, -0.035, 0.905, -0.011, -0.039, -0.003, 0.118, -0.470, -0.039, 0.127, -0.248, -0.557, -0.079, 0.028, 0.114, 0.097, 0.197, -0.262, 0.103, 1.067, -0.676, -0.104, 0.001, 0.092, -0.399, -0.069, 0.118, -0.600, -0.353, -0.081]}

{"formula": "C8H12", "method": "the ωB97M-V functional and the def2-TZVPD basis", "total_charge": 0, "relative_energy_kj_mol": 428.7, "lumo_energy_ev": 1.00, "e_tot_ha": -311.82311, "multiplicity": 1, "homo_ev": -8.7470, "species": ["C", "H", "C", "H", "H", "H", "H", "C", "H", "H", "C", "C", "H", "H", "H", "C", "C", "H", "H", "C"], "coordinates": [[-0.846873, -1.023654, -0.774554], [1.622698, 1.853315, 0.793377], [0.622909, 0.186834, -0.271749], [2.238124, 0.041581, 1.710628], [-1.917571, -0.800425, 1.998229], [-0.284213, -0.079810, 2.531764], [-1.663034, 0.906380, 1.518110], [-0.333074, 1.215245, -0.942280], [-2.433690, 0.507527, -1.625499], [1.302323, -1.790936, -1.195883], [-1.088264, -0.104556, 1.653451], [-0.301972, -0.610553, 0.610247], [-1.527035, -1.911869, -1.028687], [-0.410151, 2.296809, -1.353660], [2.823161, 1.040907, -0.164685], [1.841878, 0.700951, 0.493959], [0.646771, -0.908050, -1.341544], [0.310804, -1.467764, 1.009250], [0.746756, -0.367559, -2.397843], [-1.349545, 0.315627, -1.222632]], "atomic_forces_ev_per_a": [[-1.234, -1.455, -1.614], [0.095, -2.769, 0.086], [2.943, 2.329, 1.351], [-1.341, 1.974, -4.238], [1.146, 0.461, -0.414], [-2.172, 0.629, -1.175], [1.559, -1.643, 0.071], [-3.074, -0.780, -1.526], [2.449, -0.272, 0.575], [-0.321, 0.598, 0.064], [-2.095, 2.109, 5.005], [1.535, -3.796, -2.846], [1.023, 1.157, 0.683], [0.878, -1.924, 1.409], [-2.189, -1.820, 1.484], [3.097, 3.265, 1.755], [-0.425, 0.695, -1.634], [-0.424, 0.573, -0.362], [-0.169, -1.845, 2.054], [-1.281, 2.513, -0.730]], "lowdin_charge": [-0.227, 0.087, -0.549, 0.182, 0.099, 0.121, 0.119, -0.028, 0.137, 0.114, -0.097, -0.418, 0.151, 0.134, 0.098, -0.079, -0.050, 0.156, 0.151, -0.100]}

{"formula": "C7H9N3O2", "method": "the ωB97M-V functional and the def2-TZVPD basis", "total_charge": 0, "relative_energy_kj_mol": 778.9, "lumo_energy_ev": 0.13, "e_tot_ha": -586.62374, "multiplicity": 1, "homo_ev": -8.4492, "species": ["N", "H", "C", "N", "H", "N", "H", "H", "C", "C", "C", "C", "C", "H", "O", "H", "H", "O", "H", "C", "H"], "coordinates": [[1.349140, 1.508351, 1.228334], [-1.512535, -2.710493, 1.462007], [2.385023, 2.099837, 0.633226], [-0.789908, -2.450459, 1.004759], [-1.443474, -2.268098, -0.727381], [0.648102, 0.737783, 0.725605], [3.560166, 2.255931, -1.297267], [2.647673, 0.213891, -2.090768], [1.880046, 0.831999, -1.365973], [-2.210664, -0.583017, 0.130107], [0.841691, 0.293894, -0.646859], [-0.931759, -1.567167, -0.174039], [0.341773, -1.224543, -1.010592], [-0.111593, -2.020653, 1.748514], [-2.163080, 0.549537, -0.758106], [3.159053, 2.877050, 1.220224], [0.365654, -1.396572, -2.320627], [-3.140195, -1.004106, 0.966111], [-3.298603, 0.574851, -0.828501], [2.650460, 1.773714, -0.711192], [0.869107, -2.207383, -0.669190]], "atomic_forces_ev_per_a": [[5.715, 6.851, 5.627], [-6.707, -1.751, 3.131], [3.190, 2.197, -1.803], [10.413, 3.718, -1.764], [-1.485, -1.236, -2.241], [-7.003, -7.999, -6.484], [-1.904, -1.080, 1.570], [-3.022, 1.431, 0.776], [2.525, -2.614, -0.547], [-0.490, -1.888, 1.904], [1.634, -2.934, 0.827], [-2.732, 0.690, 1.816], [-0.398, 0.399, -0.856], [-1.680, -0.908, -1.890], [-6.481, -2.902, 2.188], [-2.639, -2.410, -1.382], [-0.830, 0.812, 4.137], [4.721, 3.387, -5.247], [4.477, 0.868, 0.005], [2.114, 2.987, 0.591], [0.583, 2.383, -0.361]], "lowdin_charge": [-0.053, -0.034, -0.123, 0.045, 0.097, 0.038, 0.138, 0.173, -0.095, -0.306, -0.175, -0.329, -0.074, 0.132, -0.017, 0.161, 0.188, -0.010, 0.226, -0.111, 0.127]}

no.,gap between HOMO and LUMO (eV)
1,6.15
2,9.75
3,8.58